[1]
Below is a molecular structure, C14H10ClN2O7Ti, with properties calculated with wB97M-V/def2-TZVPD.

```
! wB97M-V def2-TZVPD RIJCOSX def2/J DEFGRID3
* xyz 0 2
Ti -0.75305 0.40375 -1.51054
O 1.86227 -2.44821 2.26588
C 0.96009 -3.29311 1.74103
C 1.03531 -4.63061 2.13108
C 0.13858 -5.55257 1.63471
C -0.85781 -5.17128 0.73678
C -0.93793 -3.85332 0.34589
C -0.03985 -2.89793 0.83438
C -0.16699 -1.51265 0.38346
O -1.10206 -1.20938 -0.49264
N 0.63758 -0.58840 0.84312
N 0.31555 0.62029 0.23617
C 0.64266 1.69736 0.85498
C 0.19986 3.00506 0.42949
C 0.73393 4.14730 1.04397
C 0.28590 5.40433 0.71437
C -0.73263 5.53877 -0.23398
C -1.28886 4.43320 -0.83966
C -0.83013 3.15254 -0.51987
O -1.39289 2.09523 -1.10895
H 1.69087 -1.55034 1.91139
H 1.81228 -4.91551 2.82738
H 0.21505 -6.58579 1.94921
H -1.55729 -5.89971 0.35128
H -1.69640 -3.52649 -0.35163
H 1.22999 1.59536 1.76466
H 1.51335 4.01960 1.78580
H 0.71152 6.27818 1.18717
H -1.09514 6.52455 -0.49536
H -2.08184 4.52271 -1.56934
O -1.32954 -0.06688 -3.75291
Cl 0.13571 0.02985 -3.84174
O 0.63648 -0.21421 -5.12777
O 0.63416 -0.90255 -2.82023
O 0.47126 1.35087 -3.30758
*
```

Calculated values
- Frontier orbital gap (alpha / beta): 0.2883 / 0.2842 hartree
- ⟨S²⟩: 0.754
- DFT total energy: -67625.919 eV
- E_LUMO (alpha / beta): -0.70 / -0.84 eV
- HOMO level (alpha / beta): -0.314 / -0.315 Ha

[2]
Below is a molecular structure, C14H10CoN5O4, with properties calculated with wB97M-V/def2-TZVPD.

```
! wB97M-V def2-TZVPD RIJCOSX def2/J DEFGRID3
* xyz 1 2
Co 0.32752 -0.27588 0.21621
O -4.78826 -2.45704 4.58042
N -5.16244 -2.30704 3.43673
O -6.27406 -2.55457 3.03471
C -4.16637 -1.83779 2.43245
C -4.60005 -1.81986 1.15794
C -3.73675 -1.41059 0.09347
C -4.15052 -1.35012 -1.24957
C -3.26152 -0.92851 -2.20249
C -1.96379 -0.57805 -1.80811
N -1.55523 -0.63976 -0.55512
C -2.42777 -1.04875 0.39145
C -1.96492 -1.07954 1.75719
N -0.67620 -0.71225 1.95040
C -0.19807 -0.66399 3.17607
C -0.98093 -0.98133 4.28736
C -2.28067 -1.37607 4.11075
C -2.81996 -1.44691 2.80533
H -5.61487 -2.12337 0.94304
H -5.16239 -1.63076 -1.51321
H -3.54041 -0.85373 -3.24335
H -1.24265 -0.22310 -2.53414
H 0.83351 -0.35346 3.28654
H -0.55508 -0.91172 5.27771
H -2.89140 -1.62598 4.96004
O -0.02092 1.57745 0.40338
N 1.07215 1.96027 -0.09836
O 1.75961 0.95659 -0.42895
C 2.33690 -4.19760 -0.76545
C 1.64705 -2.96658 -0.40805
N 1.11888 -1.98993 -0.13938
H 1.70068 -5.05086 -0.53815
H 3.26167 -4.26925 -0.19556
H 2.56641 -4.18359 -1.82942
*
```

Calculated values
- Frontier orbital gap (alpha / beta): 0.3219 / 0.3209 hartree
- ⟨S²⟩: 0.891
- DFT total energy: -67937.956 eV
- E_LUMO (alpha / beta): -4.15 / -4.15 eV
- HOMO level (alpha / beta): -0.474 / -0.474 Ha

[3]
Below is a molecular structure, C14H10FeN2O6 at a distorted geometry, with properties calculated with wB97M-V/def2-TZVPD.

```
! wB97M-V def2-TZVPD RIJCOSX def2/J DEFGRID3
* xyz 0 5
O 3.73418 4.09106 -0.38582
C 2.93203 3.27612 -0.59774
Fe 1.76966 1.97485 -0.69874
C 2.99466 0.68041 -0.68749
O 3.86858 -0.07080 -0.54359
C 1.75812 1.84137 1.04500
O 1.88896 1.72132 2.19162
C -0.16942 0.17240 -0.89127
C -1.18735 1.01166 -0.40788
C -1.03708 2.37439 -0.37106
C 0.11821 3.13243 -0.75645
C 0.64127 3.02935 -2.09301
C 0.65897 1.79293 -2.68675
C 0.70680 0.59298 -1.93358
H -0.03548 -0.84970 -0.51546
H -2.09739 0.59203 0.06575
H -1.86450 2.92696 0.07657
H 0.25452 4.09516 -0.25454
H 1.00352 3.91524 -2.61413
H 0.91114 1.68913 -3.73691
H 1.31119 -0.21307 -2.38683
C -1.12042 -1.80837 1.23890
C -2.35348 -2.04082 1.92227
O -3.10245 -1.17659 2.39880
N -2.69044 -3.39693 2.09083
C -1.95797 -4.51544 1.69774
O -2.32653 -5.65892 1.85716
N -0.74759 -4.16345 1.11069
C -0.27249 -2.87556 0.82731
O 0.84015 -2.76582 0.28413
H -0.69263 -0.83089 1.37906
H -3.56002 -3.60455 2.55737
H -0.17673 -4.93888 0.81803
*
```

Calculated values
- Frontier orbital gap (alpha / beta): 0.2394 / 0.2145 hartree
- ⟨S²⟩: 6.105
- DFT total energy: -64327.786 eV
- E_LUMO (alpha / beta): 0.37 / -3.39 eV
- HOMO level (alpha / beta): -0.226 / -0.339 Ha

[4]
Below is a molecular structure, C14H10I2N10O2ReS, with properties calculated with wB97M-V/def2-TZVPD.

```
! wB97M-V def2-TZVPD RIJCOSX def2/J DEFGRID3
* xyz 2 2
Re 1.28799 0.62945 -0.02710
C -2.91958 0.43095 1.09978
C -1.53503 0.18839 0.61533
N -0.58179 1.05441 0.71771
N -0.76748 2.28699 1.30832
C 0.26165 3.15452 1.36429
N 0.07258 4.31610 1.94889
S 1.83024 2.79948 0.69880
C -1.13213 -1.08597 -0.02596
C -1.98072 -2.16451 -0.14044
C -1.51686 -3.33255 -0.74361
C -0.22502 -3.37642 -1.22474
C 0.58119 -2.25474 -1.07460
N 0.14586 -1.14498 -0.48431
H -3.21980 1.46970 0.95815
H -2.99703 0.17585 2.16133
H -3.63689 -0.17771 0.55792
H -1.64278 2.46760 1.78106
H -0.81174 4.60759 2.34076
H 0.84027 4.97071 2.00815
H -2.99021 -2.12030 0.23952
H -2.16908 -4.19065 -0.83314
H 0.16960 -4.25925 -1.70737
H 1.60238 -2.24229 -1.43368
I 3.90527 0.02841 -0.71748
I 4.22577 1.06137 -3.14521
O 1.56194 -0.28105 1.63133
N 2.73776 -0.92557 1.94101
C 2.52414 -1.97867 2.63886
C 1.18147 -2.40332 2.96156
N 0.08520 -2.67207 3.16685
C 3.64904 -2.76191 3.05887
N 4.54413 -3.39242 3.40105
O 0.89140 1.07898 -1.84704
N -0.42020 1.12808 -2.24209
C -0.56546 1.53230 -3.44764
C 0.52634 1.89897 -4.31007
N 1.41077 2.18841 -4.98015
C -1.91759 1.61335 -3.92923
N -3.00562 1.68276 -4.28567
*
```

Calculated values
- Frontier orbital gap (alpha / beta): 0.2464 / 0.2332 hartree
- ⟨S²⟩: 0.759
- DFT total energy: -62822.824 eV
- E_LUMO (alpha / beta): -8.38 / -8.68 eV
- HOMO level (alpha / beta): -0.554 / -0.552 Ha

[5]
Below is a molecular structure, C14H10IN2O2S4Y, with properties calculated with wB97M-V/def2-TZVPD.

```
! wB97M-V def2-TZVPD RIJCOSX def2/J DEFGRID3
* xyz 0 1
Y -0.12341 -0.26047 0.05389
S -2.91150 -0.87500 -3.50595
C -1.94902 -0.64817 -2.21507
S -1.64927 -2.00000 -1.08085
S -1.16878 0.95165 -1.97493
N 6.34695 -0.08477 -3.59745
C 6.20145 -0.04740 -2.26549
S 7.48141 0.05031 -1.25056
C 4.78172 -0.09342 -1.76075
C 3.68783 -0.34543 -2.58262
C 2.41581 -0.36251 -2.03994
N 2.18783 -0.15510 -0.73732
C 3.23817 0.08066 0.06198
C 4.53463 0.12059 -0.40599
H 7.27626 -0.04844 -3.98177
H 5.57080 -0.09117 -4.23356
H 3.76601 -0.54210 -3.64233
H 1.54412 -0.53792 -2.65977
H 3.02242 0.24237 1.11199
H 5.36171 0.31449 0.26079
I -2.38872 6.92625 1.94202
C -1.71546 4.98841 2.30066
C -1.69693 4.49295 3.59822
C -1.24458 3.20745 3.83328
C -0.81746 2.39968 2.78329
C -0.83974 2.91169 1.49337
C -1.28369 4.20120 1.24372
C -0.33122 1.01143 3.10890
O -0.07825 0.67140 4.23845
O -0.19709 0.21875 2.06634
H -2.03416 5.10915 4.41984
H -1.21541 2.80654 4.83726
H -0.50234 2.33749 0.63132
H -1.29598 4.58332 0.23265
*
```

Calculated values
- Frontier orbital gap: 0.2160 hartree
- DFT total energy: -74243.726 eV
- E_LUMO: -1.91 eV
- HOMO level: -0.286 Ha

[6]
Below is a molecular structure, C14H10N10O2S2Sn at a distorted geometry, with properties calculated with wB97M-V/def2-TZVPD.

```
! wB97M-V def2-TZVPD RIJCOSX def2/J DEFGRID3
* xyz -2 1
Sn 1.64000 0.81506 -0.72075
S 3.65062 0.22598 1.16084
C 4.20516 -1.12016 0.23248
C 5.24837 -1.96072 0.69459
C 5.65887 -3.02802 -0.06590
C 5.04075 -3.27812 -1.29539
C 4.02909 -2.41660 -1.67707
N 3.62322 -1.37669 -0.95614
H 5.69803 -1.74332 1.65430
H 6.45563 -3.67320 0.29038
H 5.32508 -4.11153 -1.92413
H 3.49950 -2.56883 -2.61496
N -1.68466 2.40019 0.53090
C -0.51844 2.61110 1.22861
N -0.47859 3.39060 2.29544
N 0.80710 3.33068 2.70479
N 1.49331 2.57207 1.93271
N 0.67932 2.07409 0.96451
C -1.71901 2.03260 -0.79533
N -2.80412 2.12997 -1.55319
N -2.40573 1.62340 -2.74524
N -1.17011 1.25863 -2.68322
N -0.69341 1.49218 -1.44018
H -2.45574 2.96504 0.84427
O -5.22087 1.44121 -0.36630
C -4.89847 0.63827 0.68096
O -5.60916 0.61142 1.65581
C -3.62906 -0.09840 0.50825
C -3.23571 -0.53237 -0.75231
C -1.98218 -1.06943 -0.94184
C -1.05520 -1.10801 0.10103
S 0.62248 -1.52442 -0.23218
C -1.48859 -0.75575 1.38572
C -2.77001 -0.27833 1.59085
H -4.43580 1.55059 -0.93441
H -3.89476 -0.43282 -1.60565
H -1.66785 -1.36010 -1.92095
H -0.77413 -0.78914 2.19884
H -3.08497 0.06287 2.56987
*
```

Calculated values
- Frontier orbital gap: 0.2410 hartree
- DFT total energy: -61181.479 eV
- E_LUMO: 4.72 eV
- HOMO level: -0.067 Ha